The following is a quantum chemistry calculation of C13H15F3N2O2 in the gas phase in a non-equilibrium geometry, from the Open Molecules 2025 dataset.

Molecular weight ... 288.3 g mol⁻¹
Highest occupied orbital energy ... -8.64 eV
SMILES ... CN(C)[C@@H](c1ccc(C(F)(F)F)cc1)N1CCOC1=O
HOMO-LUMO gap ... 0.3392 Eh
ΔE to the lowest compared entry with this formula, charge and spin ... 1.174 eV
2S+1 ... 1

CARTESIAN COORDINATES (ANGSTROEM)
F1 -1.230 -3.790 -3.752
F2 0.860 -3.372 -4.285
F3 0.406 -4.870 -2.731
O1 0.280 4.046 -0.143
O2 2.160 2.868 0.422
N1 0.005 0.302 2.090
N2 0.051 1.858 0.311
C1 -0.198 -1.059 2.514
C2 0.471 0.541 0.756
C3 0.956 2.921 0.217
C4 -0.961 -1.258 -0.453
C5 -1.010 -2.311 -1.376
C6 1.269 -1.873 -2.024
C7 0.026 -3.649 -3.234
C8 0.647 1.183 3.062
C9 1.320 -0.828 -1.113
C10 -1.294 2.246 -0.032
C11 -1.130 3.726 -0.323
C12 0.094 -2.583 -2.172
C13 0.231 -0.540 -0.285
H1 0.500 -1.750 2.020
H2 -1.626 1.676 -0.911
H3 -1.854 -1.024 0.134
H4 1.562 0.675 0.824
H5 0.634 0.711 4.048
H6 0.114 2.139 3.116
H7 -1.909 -2.912 -1.477
H8 -1.721 4.349 0.366
H9 -1.417 3.952 -1.358
H10 2.141 -2.117 -2.624
H11 -0.083 -1.132 3.599
H12 -1.218 -1.378 2.261
H13 2.231 -0.232 -1.023
H14 -1.997 2.089 0.795
H15 1.691 1.397 2.783


The following is a quantum chemistry calculation of a molecular structure, C2H3FO in a non-equilibrium geometry, from the Open Molecules 2025 dataset.

Molecular weight ... 62.0 g mol⁻¹
Highest occupied orbital energy (alpha / beta) ... -6.66 / -10.54 eV
<S²> ... 2.01
HOMO-LUMO gap (alpha / beta) ... 0.2855 / 0.3045 Eh
ΔE to the lowest compared entry with this formula, charge and spin ... 1.925 eV
2S+1 ... 3

CARTESIAN COORDINATES (ANGSTROEM)
F1 -1.766 0.213 -0.172
O1 0.402 -1.209 0.173
C1 0.576 0.008 -0.381
C2 -0.645 0.246 0.485
H1 1.389 0.709 -0.087
H2 0.557 -0.101 -1.533
H3 -0.511 0.133 1.515


The following is a quantum chemistry calculation of 9 unconnected molecules or ions with the total composition C2H23N2O8 in a non-equilibrium geometry, from the Open Molecules 2025 dataset.

Molecular weight ... 203.2 g mol⁻¹
Highest occupied orbital energy ... -13.52 eV
HOMO-LUMO gap ... 0.3995 Eh
ΔE to the lowest compared entry with this formula, charge and spin ... 0.090 eV
Net charge ... +1
2S+1 ... 1

CARTESIAN COORDINATES (ANGSTROEM)
O1 2.397 -1.482 1.577
O2 0.539 -3.297 0.572
O3 -2.838 -0.248 -1.341
O4 -1.892 -2.516 -0.300
O5 2.298 1.005 0.604
O6 2.314 3.325 1.427
O7 -2.031 2.321 -0.230
O8 -2.544 0.280 1.815
N1 -0.098 -0.352 0.460
N2 0.198 0.755 -1.604
C1 0.497 -0.161 -0.705
C2 0.989 0.915 -2.802
H1 0.939 -4.084 0.177
H2 3.224 1.190 0.371
H3 2.218 1.249 1.546
H4 -3.182 -0.180 1.265
H5 1.313 -2.782 0.840
H6 -2.070 3.094 0.367
H7 -0.682 1.247 -1.410
H8 0.302 1.150 -3.668
H9 -2.455 -3.253 -0.267
H10 1.941 2.802 0.679
H11 -3.619 -0.814 -1.258
H12 1.695 0.094 -3.079
H13 2.730 -0.706 1.182
H14 2.860 -1.794 2.393
H15 -2.857 2.214 -0.631
H16 1.775 1.777 -2.626
H17 -0.999 0.036 0.680
H18 1.470 3.651 1.851
H19 -2.152 -0.954 -1.112
H20 -1.078 -2.763 0.160
H21 -2.933 0.049 2.719
H22 0.277 -1.004 1.182
H23 1.455 -0.762 -0.834


The following is a quantum chemistry calculation of 7 unconnected molecules or ions with the total composition C16H46O12 in a non-equilibrium geometry, from the Open Molecules 2025 dataset.

Molecular weight ... 430.5 g mol⁻¹
Highest occupied orbital energy ... -9.65 eV
SMILES ... CC(C)O.CC(C)O.OCCO.OCCO.OCCO.OCCO.OCCO
HOMO-LUMO gap ... 0.3658 Eh
ΔE to the lowest compared entry with this formula, charge and spin ... 9.508 eV
2S+1 ... 1

CARTESIAN COORDINATES (ANGSTROEM)
O1 0.581 -4.338 2.836
O2 -0.554 1.321 1.006
O3 -0.988 6.528 2.040
O4 -2.280 1.801 -2.885
O5 0.076 -2.234 0.965
O6 -0.209 -2.730 -1.800
O7 0.361 -0.550 -3.627
O8 -2.091 2.466 3.030
O9 2.440 1.097 -4.016
O10 -4.371 -0.423 3.511
O11 2.598 -1.757 4.779
O12 -0.159 3.748 -0.079
C1 1.888 2.498 -2.166
C2 -3.758 0.777 2.958
C3 0.563 -4.722 -0.740
C4 -0.588 -1.031 1.275
C5 3.331 0.425 -1.906
C6 2.968 1.542 -2.798
C7 -0.671 0.305 -4.063
C8 0.517 -3.890 -2.058
C9 -0.265 -4.588 -3.099
C10 -2.764 1.416 3.842
C11 1.578 -2.269 3.818
C12 1.563 -3.785 3.792
C13 -1.145 5.699 0.880
C14 0.240 0.207 0.905
C15 0.078 4.782 0.914
C16 -1.668 0.695 -2.870
H1 -0.273 2.104 0.706
H2 1.551 3.196 -2.876
H3 -0.257 -4.128 -4.337
H4 -2.082 4.962 1.107
H5 1.015 0.495 1.606
H6 0.825 -5.642 -1.053
H7 3.898 -0.257 -2.485
H8 0.931 1.956 -1.670
H9 -0.229 -2.140 -2.477
H10 -1.109 0.463 -2.092
H11 0.601 -3.737 2.164
H12 -0.359 4.107 -1.090
H13 -4.626 1.338 2.571
H14 -1.241 -4.945 -2.874
H15 3.374 -1.952 4.340
H16 -1.869 6.736 2.235
H17 1.342 -4.544 0.002
H18 -0.453 -4.952 -0.376
H19 3.784 0.556 -0.789
H20 -2.777 1.925 -3.621
H21 -1.385 6.304 -0.102
H22 -1.861 0.474 3.991
H23 -3.029 1.836 4.839
H24 -2.404 -0.035 -2.611
H25 0.582 -1.898 4.275
H26 -0.314 -2.604 0.210
H27 1.008 0.043 -3.757
H28 2.324 3.022 -1.383
H29 2.418 -4.261 3.418
H30 3.900 2.300 -3.032
H31 0.256 -5.527 -3.138
H32 -0.831 -1.073 2.207
H33 0.751 0.092 -0.130
H34 -4.742 -0.046 4.449
H35 3.264 0.950 -4.554
H36 1.434 -3.771 -2.359
H37 1.041 5.309 0.509
H38 -1.409 2.106 2.432
H39 -1.415 -0.180 -4.859
H40 2.040 -1.833 2.920
H41 1.397 -4.400 4.715
H42 -3.220 0.483 2.035
H43 -1.610 -1.138 0.666
H44 -0.239 1.166 -4.400
H45 0.219 4.140 1.977
H46 2.508 0.013 -1.756


Copy entry 4 word for word.
The following is a quantum chemistry calculation of 7 unconnected molecules or ions with the total composition C16H46O12 in a non-equilibrium geometry, from the Open Molecules 2025 dataset.

Molecular weight ... 430.5 g mol⁻¹
Highest occupied orbital energy ... -9.65 eV
SMILES ... CC(C)O.CC(C)O.OCCO.OCCO.OCCO.OCCO.OCCO
HOMO-LUMO gap ... 0.3658 Eh
ΔE to the lowest compared entry with this formula, charge and spin ... 9.508 eV
2S+1 ... 1

CARTESIAN COORDINATES (ANGSTROEM)
O1 0.581 -4.338 2.836
O2 -0.554 1.321 1.006
O3 -0.988 6.528 2.040
O4 -2.280 1.801 -2.885
O5 0.076 -2.234 0.965
O6 -0.209 -2.730 -1.800
O7 0.361 -0.550 -3.627
O8 -2.091 2.466 3.030
O9 2.440 1.097 -4.016
O10 -4.371 -0.423 3.511
O11 2.598 -1.757 4.779
O12 -0.159 3.748 -0.079
C1 1.888 2.498 -2.166
C2 -3.758 0.777 2.958
C3 0.563 -4.722 -0.740
C4 -0.588 -1.031 1.275
C5 3.331 0.425 -1.906
C6 2.968 1.542 -2.798
C7 -0.671 0.305 -4.063
C8 0.517 -3.890 -2.058
C9 -0.265 -4.588 -3.099
C10 -2.764 1.416 3.842
C11 1.578 -2.269 3.818
C12 1.563 -3.785 3.792
C13 -1.145 5.699 0.880
C14 0.240 0.207 0.905
C15 0.078 4.782 0.914
C16 -1.668 0.695 -2.870
H1 -0.273 2.104 0.706
H2 1.551 3.196 -2.876
H3 -0.257 -4.128 -4.337
H4 -2.082 4.962 1.107
H5 1.015 0.495 1.606
H6 0.825 -5.642 -1.053
H7 3.898 -0.257 -2.485
H8 0.931 1.956 -1.670
H9 -0.229 -2.140 -2.477
H10 -1.109 0.463 -2.092
H11 0.601 -3.737 2.164
H12 -0.359 4.107 -1.090
H13 -4.626 1.338 2.571
H14 -1.241 -4.945 -2.874
H15 3.374 -1.952 4.340
H16 -1.869 6.736 2.235
H17 1.342 -4.544 0.002
H18 -0.453 -4.952 -0.376
H19 3.784 0.556 -0.789
H20 -2.777 1.925 -3.621
H21 -1.385 6.304 -0.102
H22 -1.861 0.474 3.991
H23 -3.029 1.836 4.839
H24 -2.404 -0.035 -2.611
H25 0.582 -1.898 4.275
H26 -0.314 -2.604 0.210
H27 1.008 0.043 -3.757
H28 2.324 3.022 -1.383
H29 2.418 -4.261 3.418
H30 3.900 2.300 -3.032
H31 0.256 -5.527 -3.138
H32 -0.831 -1.073 2.207
H33 0.751 0.092 -0.130
H34 -4.742 -0.046 4.449
H35 3.264 0.950 -4.554
H36 1.434 -3.771 -2.359
H37 1.041 5.309 0.509
H38 -1.409 2.106 2.432
H39 -1.415 -0.180 -4.859
H40 2.040 -1.833 2.920
H41 1.397 -4.400 4.715
H42 -3.220 0.483 2.035
H43 -1.610 -1.138 0.666
H44 -0.239 1.166 -4.400
H45 0.219 4.140 1.977
H46 2.508 0.013 -1.756